# C4H8NO2

A 2-piece molecular cluster, C4H8NO2 overall at a distorted geometry (ωB97M-V/def2-TZVPD, the OMol25 dataset).

The calculation puts the gap between HOMO and LUMO at 10.4 eV. As for the net charge: +1. The HOMO energy is -13.7 eV. The value obtained for the energy above the lowest of the compared OMol25 structures with the same formula, charge and spin is 5.627 eV. As for the electronic energy: -9850.703 eV.

```
15
C4H8NO2 | the OMol25 dataset | ωB97M-V/def2-TZVPD
C 0.85 -0.59 1.26
C -1.91 2.74 -0.72
C -0.81 1.76 -0.97
C 0.33 -1.41 0.21
N 1.73 -0.86 -0.04
O -1.73 1.46 -0.16
O 0.24 -2.80 0.29
H 0.80 0.55 1.33
H 1.36 -1.07 2.06
H -1.87 3.57 -0.05
H -2.68 2.65 -1.44
H 1.89 -0.12 -0.75
H -0.37 -0.99 -0.57
H 2.39 -1.59 -0.07
H -0.22 -3.30 -0.38
```

Now the natural (NBO) charges, all in e: C -0.20; C -0.24; C 0.26; C 0.25; N -0.58; O -0.42; O -0.68; H 0.28; H 0.26; H 0.21; H 0.20; H 0.46; H 0.24; H 0.44; H 0.53

=====

# C3H7F2O2P

One molecule with the formula C3H7F2O2P at a distorted geometry (ωB97M-V/def2-TZVPD, the OMol25 dataset).

The calculation puts the gap between HOMO and LUMO at 11.6 eV. Its SMILES is CCO[P@@H](=O)C(F)F. The HOMO energy is -10.8 eV. The value obtained for the energy above the lowest of the compared OMol25 structures with the same formula, charge and spin is 3.372 eV. As for the electronic energy: -22042.715 eV.

```
15
C3H7F2O2P | the OMol25 dataset | ωB97M-V/def2-TZVPD
C 1.68 -0.04 1.07
C 1.38 -0.38 -0.40
O 0.46 0.50 -1.03
P -0.91 1.05 -0.54
O -1.47 1.99 -1.50
C -1.99 -0.49 -0.33
F -1.58 -1.48 -1.16
F -2.11 -0.90 0.97
H 2.28 -0.78 1.48
H 2.00 0.99 1.28
H 0.66 0.22 1.62
H 1.13 -1.39 -0.41
H 2.35 -0.24 -1.02
H -0.77 1.31 0.77
H -3.11 -0.35 -0.79
```

Now the natural (NBO) charges, all in e: C -0.64; C -0.06; O -0.80; P 1.95; O -1.04; C 0.23; F -0.35; F -0.34; H 0.23; H 0.22; H 0.20; H 0.19; H 0.20; H -0.13; H 0.16

=====

# C6H12O

A 2-piece molecular cluster, C6H12O overall (ωB97M-V/def2-TZVPD, the OMol25 dataset).

The calculation puts the gap between HOMO and LUMO at 10.5 eV. Its SMILES is C/C=C/[C@H](C)C=O.[H][H]. The HOMO energy is -9.4 eV. The value obtained for the energy above the lowest of the compared OMol25 structures with the same formula, charge and spin is 2.100 eV. As for the electronic energy: -8462.254 eV.

```
19
C6H12O | the OMol25 dataset | ωB97M-V/def2-TZVPD
C 1.98 1.86 -0.61
C 1.17 0.60 -0.58
C 0.05 0.44 0.13
C -0.61 -0.90 0.36
C -2.09 -0.85 0.76
C 0.29 -1.45 1.46
O 0.02 -1.45 2.63
H 2.23 2.16 -1.64
H 1.45 2.68 -0.12
H 2.93 1.70 -0.08
H 1.55 -0.25 -1.15
H -0.34 1.27 0.72
H -0.46 -1.53 -0.53
H -2.70 -1.50 0.13
H -2.50 0.16 0.67
H -2.21 -1.17 1.80
H 1.29 -1.76 1.09
H -0.77 0.22 -2.34
H -1.27 -0.22 -2.67
```

Now the natural (NBO) charges, all in e: C -0.64; C -0.17; C -0.18; C -0.37; C -0.62; C 0.46; O -0.53; H 0.22; H 0.21; H 0.22; H 0.19; H 0.21; H 0.22; H 0.22; H 0.21; H 0.24; H 0.11; H 0.00; H -0.01